No. 1
{
  "formula": "C51H40BiFN13O5",
  "method": "ωB97M-V/def2-TZVPD",
  "species": ["Bi", "C", "C", "C", "C", "C", "N", "C", "N", "C", "C", "C", "C", "C", "C", "C", "C", "N", "C", "N", "C", "N", "C", "N", "C", "N", "C", "C", "C", "C", "C", "C", "C", "C", "C", "C", "C", "C", "N", "C", "C", "H", "H", "H", "H", "H", "H", "H", "H", "H", "H", "H", "H", "H", "H", "H", "H", "F", "C", "C", "C", "C", "O", "C", "C", "N", "C", "C", "C", "C", "C", "C", "N", "C", "C", "N", "C", "C", "C", "O", "O", "H", "H", "H", "H", "H", "H", "H", "H", "H", "H", "H", "H", "H", "H", "H", "H", "H", "H", "C", "O", "C", "O", "N", "N", "H", "H", "H", "H", "H", "H"],
  "positions_angstrom": [[-0.2057, 1.5809, 1.8139], [4.1243, 4.3026, 6.4262], [3.1380, 3.9071, 7.2829], [1.9776, 3.1662, 6.8768], [1.8761, 2.9377, 5.5163], [0.9797, 2.0982, 4.7749], [1.3352, 2.0596, 3.5116], [2.5019, 2.7096, 3.3146], [3.1055, 3.0843, 2.2177], [2.9293, 2.5035, 1.0307], [3.8617, 2.6077, -0.0426], [5.0503, 3.3675, -0.2161], [5.6929, 3.3269, -1.4520], [5.2505, 2.4945, -2.4683], [4.1691, 1.6663, -2.2492], [3.5151, 1.6052, -0.9903], [2.2895, 1.0035, -0.4098], [1.7237, 0.0267, -1.0453], [0.8314, -0.6923, -0.3824], [0.1419, -0.5185, 0.8130], [-0.5694, -1.6876, 1.0888], [-1.3616, -1.8626, 2.1798], [-1.3819, -1.0653, 3.1641], [-0.4813, 0.0249, 3.4109], [-0.7612, 0.4526, 4.6612], [-0.0868, 1.4061, 5.3287], [-1.8254, -0.3472, 5.2994], [-2.4836, -0.1728, 6.5218], [-3.5745, -1.0816, 6.7287], [-4.0115, -2.0117, 5.7918], [-3.3481, -2.0890, 4.5976], [-2.3045, -1.2062, 4.3692], [-0.3068, -2.6864, 0.1082], [-0.8197, -3.9629, -0.1791], [-0.2003, -4.7211, -1.2004], [0.9196, -4.1604, -1.8872], [1.2828, -2.8813, -1.6966], [0.5824, -2.0798, -0.7934], [1.8995, 1.6065, 0.8119], [2.9771, 3.1813, 4.6451], [4.0593, 3.9253, 5.0736], [4.9713, 4.8962, 6.6783], [3.0454, 4.3017, 8.2911], [1.2089, 2.7710, 7.5045], [5.4638, 3.9814, 0.5326], [6.4390, 4.0486, -1.7015], [5.7387, 2.4308, -3.4133], [3.8152, 0.8534, -2.9266], [-2.1134, 0.4850, 7.3288], [-4.1344, -1.0971, 7.6493], [-5.0092, -2.4727, 5.9688], [-3.7523, -2.7355, 3.8149], [-1.6158, -4.4916, 0.2999], [-0.5800, -5.7240, -1.3578], [1.4885, -4.9022, -2.5072], [2.2268, -2.5736, -2.1021], [4.8220, 4.3568, 4.3929], [1.5165, 0.3282, -4.8496], [0.3852, -0.1823, -4.2785], [-0.1589, 0.4843, -3.2341], [-1.3473, -0.0489, -2.6198], [-1.7225, 0.5952, -1.2729], [-0.9951, 1.4704, -0.8116], [-2.8409, -0.0613, -0.6586], [-3.4105, -1.0866, -1.3098], [-3.0146, -1.7090, -2.4921], [-3.8000, -2.7222, -3.1141], [-4.3982, -3.7693, -2.1595], [-3.3082, -4.1390, -3.1441], [-1.8699, -1.2328, -3.0781], [-1.1721, -1.9303, -4.0840], [-0.0467, -1.4111, -4.7004], [0.7894, -2.2706, -5.4719], [0.2300, -2.4865, -6.8368], [1.2564, -3.4631, -7.5647], [2.0161, -4.2382, -6.4524], [2.9214, -3.3413, -5.7344], [2.2186, -2.0492, -5.4584], [-3.4776, 0.1998, 0.7517], [-4.5951, -0.1774, 0.9631], [-2.6622, 0.8069, 1.5926], [0.1666, 1.4464, -3.0312], [-4.2950, -1.6225, -0.9447], [-4.2307, -2.3219, -3.9671], [-5.4322, -4.0422, -2.2613], [-4.1398, -3.7398, -1.0801], [-3.5976, -4.7099, -4.0043], [-2.3126, -4.2794, -2.8036], [-1.6366, -2.9209, -4.4776], [0.1257, -1.4922, -7.3324], [-0.7569, -2.9505, -6.7883], [2.0442, -2.8630, -8.1198], [0.9006, -4.2038, -8.3048], [2.5657, -4.9996, -6.8868], [1.3005, -4.5462, -5.7910], [3.8042, -3.1527, -6.3445], [3.2032, -3.9616, -4.9173], [2.5753, -1.2687, -6.1397], [2.5231, -1.6403, -4.4711], [-2.8142, 6.7984, 2.3120], [-1.7842, 5.9569, 1.7859], [-1.6142, 4.7434, 2.2528], [-0.4987, 4.2202, 2.0832], [-2.6127, 4.2288, 2.9715], [-2.3587, 2.9496, 3.5205], [-2.6471, 7.8136, 1.8890], [-2.6054, 6.8595, 3.4051], [-3.8224, 6.4592, 2.0935], [-3.6181, 4.4793, 2.9056], [-3.0208, 2.2794, 3.1497], [-2.4314, 2.9686, 4.5162]],
  "spin_multiplicity": 1,
  "charge": 1,
  "homo_ev": [-7.87, -8.25],
  "max_force_ha_per_bohr": 0.0829,
  "de_lowest_kcal_mol": 44.2,
  "lumo_ev": [-3.2, -3.0]
}


No. 2
{
  "formula": "C51H42MnN6O4S",
  "method": "ωB97M-V/def2-TZVPD",
  "species": ["Mn", "C", "O", "C", "C", "C", "C", "C", "C", "C", "C", "C", "C", "C", "N", "C", "C", "C", "C", "C", "C", "C", "C", "C", "C", "O", "C", "C", "C", "C", "N", "C", "C", "C", "C", "C", "C", "O", "C", "C", "C", "C", "C", "C", "C", "N", "C", "C", "N", "C", "C", "C", "C", "O", "C", "C", "C", "H", "H", "H", "H", "H", "H", "H", "H", "H", "H", "H", "H", "H", "H", "H", "H", "H", "H", "H", "H", "H", "H", "H", "H", "H", "H", "H", "H", "H", "H", "H", "H", "H", "H", "H", "H", "S", "C", "N", "C", "C", "N", "H", "H", "H", "H", "H", "H"],
  "positions_angstrom": [[-0.0172, 0.2866, 1.9822], [-8.7648, 3.6253, -1.1030], [-8.0394, 4.0203, 0.0486], [-6.8512, 3.4218, 0.2892], [-6.2409, 2.5061, -0.5620], [-5.0133, 1.9601, -0.2082], [-4.3725, 2.3115, 0.9692], [-5.0013, 3.2297, 1.8139], [-6.2206, 3.7785, 1.4830], [-3.0643, 1.7104, 1.3482], [-1.9479, 2.5296, 1.4530], [-1.9602, 3.9425, 1.2138], [-0.7562, 4.4203, 1.5959], [0.0270, 3.3024, 2.0326], [-0.7099, 2.1449, 1.9241], [1.3475, 3.4045, 2.4468], [2.1589, 2.2910, 2.6297], [3.5598, 2.3572, 2.9174], [4.0476, 1.1005, 2.8113], [2.9393, 0.2403, 2.5286], [3.0290, -1.1385, 2.4079], [4.3690, -1.7831, 2.3788], [4.8570, -2.3255, 1.1890], [6.0907, -2.9391, 1.1452], [6.8710, -3.0287, 2.2995], [8.0630, -3.6556, 2.1582], [8.9250, -3.7115, 3.2820], [6.3952, -2.4951, 3.4938], [5.1496, -1.8800, 3.5209], [1.9103, -1.9621, 2.3579], [0.6009, -1.5449, 2.4099], [-0.1566, -2.6882, 2.4689], [-1.5469, -2.7588, 2.4807], [-2.1763, -4.0836, 2.7012], [-1.9887, -4.7489, 3.9061], [-2.5622, -5.9893, 4.1485], [-3.3396, -6.5907, 3.1627], [-3.9469, -7.7916, 3.2912], [-3.7591, -8.5036, 4.5034], [-3.5269, -5.9384, 1.9423], [-2.9541, -4.7040, 1.7213], [-2.3526, -1.6531, 2.2470], [-3.7827, -1.6834, 2.2135], [-4.2013, -0.4519, 1.8367], [-3.0333, 0.3576, 1.6786], [-1.9080, -0.3849, 1.9359], [0.6956, -3.8374, 2.4679], [1.9698, -3.3895, 2.3833], [1.7859, 0.9853, 2.4302], [1.9239, 4.7612, 2.6292], [1.4626, 5.5800, 3.6510], [1.9781, 6.8543, 3.8470], [2.9756, 7.3274, 2.9994], [3.5519, 8.5473, 3.0973], [3.1054, 9.4144, 4.1260], [3.4410, 6.5162, 1.9623], [2.9217, 5.2521, 1.7850], [-9.7097, 4.1581, -1.0592], [-8.9541, 2.5496, -1.0990], [-8.2345, 3.9029, -2.0173], [-6.6994, 2.2206, -1.4955], [-4.5485, 1.2471, -0.8771], [-4.5250, 3.5086, 2.7446], [-6.7128, 4.4863, 2.1340], [-2.7945, 4.4879, 0.8103], [-0.4030, 5.4356, 1.5657], [4.0951, 3.2607, 3.1500], [5.0654, 0.7721, 2.9235], [4.2599, -2.2553, 0.2884], [6.4783, -3.3559, 0.2264], [9.8347, -4.1953, 2.9379], [8.4841, -4.3014, 4.0892], [9.1619, -2.7093, 3.6468], [6.9721, -2.5594, 4.4031], [4.7794, -1.4784, 4.4559], [-1.3894, -4.2865, 4.6807], [-2.4010, -6.4671, 5.1026], [-4.3066, -9.4345, 4.3914], [-4.1596, -7.9462, 5.3532], [-2.7023, -8.7222, 4.6721], [-4.1221, -6.4240, 1.1826], [-3.0996, -4.2171, 0.7651], [-4.3883, -2.5359, 2.4661], [-5.2117, -0.1023, 1.7145], [0.3502, -4.8552, 2.5075], [2.8760, -3.9695, 2.3537], [0.6895, 5.2149, 4.3159], [1.6011, 7.4590, 4.6571], [3.6825, 10.3278, 4.0188], [3.2892, 8.9831, 5.1132], [2.0421, 9.6418, 4.0163], [4.2071, 6.9041, 1.3067], [3.2819, 4.6365, 0.9708], [0.7527, -0.1397, -0.5282], [-0.6021, -0.6785, -1.3800], [-0.5726, -1.6674, -2.2805], [-1.8568, -1.8809, -2.9333], [-2.7842, -0.9254, -2.1479], [-1.8435, -0.2003, -1.3058], [0.2884, -2.1117, -2.5450], [-2.1695, -2.9200, -2.8389], [-1.8064, -1.6252, -3.9920], [-3.5120, -1.4649, -1.5385], [-3.3164, -0.2422, -2.8092], [-2.1055, 0.5174, -0.6482]],
  "spin_multiplicity": 5,
  "charge": 1,
  "homo_ev": [-9.31, -9.41],
  "max_force_ha_per_bohr": 0.0048,
  "de_lowest_kcal_mol": 0.7,
  "lumo_ev": [-3.6, -3.8]
}